DFT (the ωB97M-V functional and the def2-TZVPD basis) results for 11 unconnected molecules or ions with the total composition C44H88O16S5 at a distorted geometry.

```
153
Properties=species:S:1:pos:R:3:forces:R:3:mulliken_charge:R:1
C -6.018882 -0.314268 1.034099 -0.8 1.0 -0.1 -0.582
C -4.606512 0.141862 1.310869 0.8 -0.1 -0.6 2.070
C -3.828562 -1.166208 1.369609 -0.4 -0.5 -0.2 0.438
O -4.792462 -2.146938 1.702169 0.7 -0.8 1.0 -0.476
C -5.977932 -1.801068 1.077579 -1.0 -0.2 0.5 -0.672
H -6.376682 -0.038208 0.042199 -0.1 0.5 0.2 0.108
H -6.683292 0.050322 1.817519 -0.2 0.2 -0.3 0.340
H -4.521892 0.680712 2.254579 0.1 0.3 -0.4 -0.106
H -4.258442 0.662852 0.418949 0.3 0.7 0.5 -1.234
H -3.021022 -1.228798 2.099029 0.0 0.1 -0.1 -0.805
H -3.482412 -1.439018 0.372679 0.6 0.2 -0.2 0.305
H -6.792612 -2.082188 1.744939 -0.1 -0.9 -0.5 0.341
H -6.062322 -2.183208 0.060259 0.0 -0.6 0.0 0.324
C -0.803812 -0.134498 5.800699 1.1 0.4 -0.9 -0.272
C -1.954102 -0.685688 4.935659 -0.8 0.6 0.2 0.048
C -2.689912 0.595712 4.515739 0.4 1.0 -0.4 0.400
O -2.165292 1.656532 5.329109 -0.2 0.1 -0.4 -0.529
C -0.769092 1.378792 5.493079 -1.1 -0.3 1.3 -0.221
H 0.165478 -0.574698 5.566579 0.0 -0.3 0.0 0.007
H -0.924622 -0.194958 6.882289 -0.4 -0.4 -0.2 0.301
H -2.636192 -1.331678 5.488429 0.3 -0.2 -0.1 0.418
H -1.666262 -1.135388 3.985389 0.4 -0.5 0.4 -0.389
H -3.778392 0.621112 4.464209 -0.1 -0.2 1.1 0.470
H -2.477462 0.831552 3.472979 0.6 0.0 -0.4 -0.588
H -0.442552 1.865592 6.412049 -0.1 0.4 -0.1 0.398
H -0.151722 1.786122 4.692429 -0.2 -0.5 -0.4 0.038
C 3.249308 -2.464018 5.172709 -1.3 -0.7 0.3 -0.640
C 3.601308 -2.810408 3.763229 0.6 0.5 -0.9 0.439
C 4.702038 -3.808288 4.036119 1.2 -0.7 -2.2 -0.423
O 5.479638 -3.311548 5.107649 -0.1 -0.1 -1.3 -0.424
C 4.500058 -2.879778 5.965809 -0.8 1.5 1.9 -0.473
H 2.440608 -3.149878 5.425069 -0.2 0.0 0.4 0.247
H 2.834288 -1.467768 5.325499 0.5 0.2 0.1 0.194
H 3.981288 -1.974298 3.176169 0.2 0.1 0.2 -0.051
H 2.779958 -3.190618 3.155839 0.0 -0.3 0.2 0.117
H 5.383738 -3.934268 3.194979 -0.1 -0.1 0.0 0.168
H 4.265258 -4.789468 4.222129 0.0 -0.3 0.5 0.274
H 4.831338 -1.987228 6.496569 0.4 -0.3 0.5 0.353
H 4.277808 -3.713628 6.631699 -0.3 0.2 0.5 0.262
C -1.262682 -5.511588 -0.564511 0.4 -2.3 -0.3 -0.442
C -1.200622 -4.187368 0.058269 0.7 2.1 0.0 1.013
C -2.345612 -4.202258 1.065319 0.4 -1.2 -1.4 0.152
O -2.542602 -5.620668 1.302859 -1.7 0.8 1.4 -0.510
C -1.626532 -6.408668 0.621589 0.9 1.1 -0.5 -0.559
H -0.308272 -5.837618 -0.977931 -0.1 0.1 -0.5 0.253
H -2.082222 -5.593208 -1.278511 0.2 0.1 -0.3 0.275
H -1.296992 -3.418248 -0.708071 -0.4 0.3 0.0 -0.315
H -0.235092 -3.935218 0.496749 0.2 -0.5 0.4 -0.371
H -3.193802 -3.852518 0.476789 -0.5 0.2 0.9 0.019
H -2.136862 -3.656088 1.985219 -0.3 -0.1 0.0 -0.068
H -2.050452 -7.377508 0.357519 0.0 0.1 0.2 0.350
H -0.737052 -6.481058 1.247429 0.3 -0.7 0.1 0.258
C 1.728898 4.561662 -1.014101 1.0 0.0 1.3 -0.465
C 2.652558 4.855162 -2.176231 -0.3 0.4 -1.9 -0.553
C 2.073068 4.070772 -3.414871 -0.2 -0.4 2.3 -0.671
O 1.117758 3.231592 -2.767231 -1.7 -1.2 0.7 0.117
C 0.535558 3.872732 -1.589851 1.0 0.7 -0.9 0.747
H 1.545678 5.468752 -0.438161 -0.4 0.0 0.0 0.556
H 2.183268 3.858112 -0.316491 0.4 0.0 0.1 -0.056
H 3.661578 4.481432 -2.002141 0.0 0.5 0.0 0.203
H 2.606088 5.898492 -2.488301 0.6 0.2 0.5 0.310
H 2.901238 3.475262 -3.799061 -0.5 -0.2 -0.5 0.163
H 1.504808 4.586532 -4.188921 0.6 0.6 0.0 0.392
H 0.101658 3.173142 -0.875411 0.0 -0.4 -0.5 -0.777
H -0.176872 4.676152 -1.777111 -0.6 -0.3 -0.8 0.244
C 1.373028 -0.568698 1.724349 1.3 -0.2 1.5 1.411
C -0.004162 -0.953958 1.228039 0.5 0.0 0.7 1.377
C -0.485292 0.365852 0.697069 1.7 0.2 -1.2 1.818
O 0.103288 1.387442 1.520139 -1.1 0.6 0.2 -0.331
C 1.254348 0.880852 2.189219 -0.4 -0.6 -0.5 -0.562
H 2.209908 -0.767818 1.054959 -0.3 0.3 -0.5 -0.956
H 1.675118 -1.106138 2.623239 -0.2 -0.5 -0.1 -0.129
H -0.560622 -1.262128 2.113189 -0.4 -0.5 -0.3 -0.635
H 0.143248 -1.706138 0.453049 -0.7 -0.2 0.2 -0.491
H -1.534982 0.481222 0.427009 -0.1 0.4 0.7 -0.216
H 0.080908 0.453922 -0.230161 -0.3 0.1 -0.7 -1.463
H 1.054468 0.928652 3.259669 0.2 0.0 0.1 -0.124
H 2.161738 1.441882 1.965629 -0.1 0.3 -0.1 0.047
C 3.294838 -4.242338 -2.228621 0.9 -0.9 0.2 0.466
C 4.828378 -4.547388 -2.420721 0.0 1.2 -0.5 -1.019
C 5.649998 -3.740278 -1.364011 -2.4 -0.4 0.5 -0.507
S 4.546818 -3.996088 0.131569 0.7 1.7 -0.8 1.168
O 4.331918 -2.671748 0.725639 0.0 -1.2 -0.2 -0.483
O 5.079558 -5.096628 0.892809 -0.4 0.0 0.4 -0.773
C 3.033648 -4.551688 -0.766981 0.1 -0.4 0.9 -0.415
H 2.704278 -4.866898 -2.898901 0.0 -0.3 0.1 0.522
H 2.989658 -3.227158 -2.482331 0.5 0.2 0.2 -0.653
H 5.096628 -4.271578 -3.440551 0.3 0.1 0.0 0.457
H 5.023198 -5.615728 -2.327021 -0.1 0.0 0.2 0.385
H 5.549978 -2.660298 -1.472461 0.3 0.0 -0.5 0.037
H 6.678548 -4.034468 -1.155141 -0.3 -0.2 0.0 0.465
H 2.068648 -4.240078 -0.367251 0.3 0.9 0.2 -0.215
H 3.044968 -5.594608 -0.450311 0.2 -0.4 -0.8 0.483
C 3.765758 0.881582 -0.941121 -0.7 -1.0 -1.0 1.155
C 4.755448 1.879012 -0.407641 1.2 1.7 0.0 -0.710
C 6.196878 1.645542 -0.924011 -1.1 -2.0 -0.8 -0.878
S 5.926598 0.768932 -2.594841 0.1 0.0 1.4 1.112
O 6.617928 -0.528008 -2.574391 -1.1 1.2 0.0 -0.655
O 6.196168 1.711802 -3.649021 0.1 -0.1 -0.2 -0.679
C 4.068918 0.616872 -2.444061 1.2 0.2 0.5 0.003
H 2.731938 1.221812 -0.881381 0.0 0.4 0.0 -0.259
H 3.746598 -0.024478 -0.335491 0.5 -0.3 -0.2 -0.491
H 4.800488 1.918742 0.680699 -0.2 -0.2 0.0 0.479
H 4.521228 2.897212 -0.718301 -0.5 0.0 -0.1 -0.052
H 6.637848 0.882652 -0.282411 0.4 0.1 -0.2 0.342
H 6.846788 2.508012 -1.071881 -0.3 -0.1 0.0 0.464
H 3.791978 -0.336148 -2.894791 -0.1 -0.1 0.4 0.209
H 3.677078 1.406212 -3.085541 0.0 0.0 0.1 -0.270
C 1.185358 -1.954358 -4.206791 1.2 -0.2 -0.5 -0.780
C 0.715798 -1.415558 -2.848751 -0.6 1.1 -0.2 1.035
C -0.006872 -0.035988 -3.064381 -1.0 -0.5 -0.4 0.040
S 0.307408 0.522052 -4.787031 1.0 -1.1 0.6 1.087
O 1.620078 1.171412 -4.836271 -1.2 -1.0 -0.2 -0.641
O -0.819962 1.162342 -5.426811 0.3 -0.2 0.4 -0.660
C 0.451728 -1.289308 -5.357851 0.1 1.7 0.5 -1.035
H 1.170978 -3.041958 -4.277531 -0.7 -0.1 0.1 0.507
H 2.260468 -1.804108 -4.305101 0.1 0.6 -0.1 0.249
H 1.536288 -1.302138 -2.140221 0.0 -0.2 0.0 -0.139
H -0.043832 -2.097288 -2.466251 0.2 0.0 0.4 -0.251
H 0.028038 0.769212 -2.330531 0.9 0.0 -0.2 -0.566
H -1.070222 -0.274138 -3.038281 -0.3 0.1 -0.5 0.361
H 0.986518 -1.189308 -6.302361 0.0 -0.4 0.1 0.497
H -0.560252 -1.674338 -5.483311 0.0 0.2 -0.1 0.373
C -5.497232 3.833052 -3.096681 1.4 -0.8 -0.4 -0.118
C -4.459672 4.098092 -4.249211 -1.0 -0.4 -0.9 -1.049
C -3.263132 3.179242 -4.194391 0.6 -0.9 1.1 -0.459
S -3.593952 1.848892 -2.940111 -1.6 0.8 -1.2 1.484
O -2.855162 2.090272 -1.713631 -0.1 -0.3 -0.2 -0.528
O -3.598142 0.545712 -3.587971 0.6 0.4 0.7 -0.767
C -5.390332 2.299632 -2.737161 1.2 1.1 0.1 -0.718
H -6.517732 4.106132 -3.365231 0.2 0.0 0.0 0.493
H -5.106642 4.519522 -2.345481 -0.5 -0.4 0.8 -0.154
H -4.095702 5.125402 -4.265211 -0.3 0.0 0.2 0.536
H -4.897762 3.903132 -5.228071 -0.4 0.2 0.0 0.232
H -2.389292 3.742552 -3.866981 0.2 -0.5 -0.1 0.035
H -3.085962 2.607932 -5.105611 0.2 0.2 0.1 0.519
H -5.642722 2.021662 -1.713861 -0.2 0.1 -0.1 0.059
H -5.890242 1.649232 -3.454921 -0.1 0.2 0.0 0.436
C -3.082992 3.485912 1.468119 1.3 0.4 -0.1 0.704
C -4.531022 3.653402 1.022509 -0.8 1.1 -0.3 0.072
C -4.909522 5.170152 1.031199 1.2 -0.3 0.4 -1.002
S -3.355122 6.058662 0.578769 1.2 -0.6 -0.4 1.134
O -3.050242 7.032902 1.633869 -0.3 -1.0 -1.4 -0.702
O -3.388582 6.452912 -0.844171 -0.2 -0.3 1.8 -0.618
C -2.187682 4.544402 0.713199 -2.0 -0.3 -0.3 -0.205
H -2.776842 2.469282 1.221459 0.3 0.1 -0.2 -1.013
H -2.932572 3.557492 2.545319 -0.4 0.2 0.1 0.481
H -5.198332 3.079882 1.665849 0.0 0.2 0.1 0.594
H -4.731122 3.291452 0.014019 0.5 -0.2 -0.1 -0.606
H -5.108032 5.471262 2.059799 -0.1 0.3 -0.1 0.426
H -5.667112 5.542442 0.341599 0.0 -0.4 0.1 0.444
H -1.189232 4.844962 1.030789 -0.4 0.0 0.7 0.686
H -2.069332 4.099252 -0.274691 -0.2 0.6 -0.4 -0.346
```
Forces are in eV/Å.

- E_HOMO (eV) = -9.593
- M (g mol⁻¹) = 1033.51
- LUMO energy (eV) = 0.11
- structure (SMILES) = O=S1(=O)CCCC1.O=S1(=O)CCCC1.O=S1(=O)CCCC1.O=S1(=O)CCCC1.O=S1(=O)CCCC1.C1CCOC1.C1CCOC1.C1CCOC1.C1CCOC1.C1CCOC1.C1CCOC1
- energy (eV) = -133983.852
- charge = 0
- 2S+1 = 1
- orbital gap (Ha) = 0.3567
- energy relative to the best compared isomer or geometry (same formula, charge and spin) (kcal/mol) = 58.69